A cluster of 9 separate species, C35H45Cl4F4N3O3 in total at a distorted geometry. Source: the Open Molecules 2025 dataset; level of theory: ωB97M-V/def2-TZVPD.

```
94
Properties=species:S:1:pos:R:3:lowdin_charge:R:1
C -3.566 8.380 0.145 0.0795
C -4.895 9.040 0.510 -0.3931
O -5.838 8.925 -0.295 0.3553
N -4.977 9.527 1.704 0.1042
C -6.141 10.111 2.341 0.0113
H -3.101 8.983 -0.634 0.1099
H -3.711 7.419 -0.349 0.1084
H -2.828 8.275 0.941 0.1102
H -4.148 9.471 2.278 0.1074
H -6.661 10.823 1.701 0.0927
H -5.808 10.697 3.198 0.0991
H -6.987 9.431 2.439 0.0952
C -3.851 10.260 5.983 -0.0192
C -2.755 9.630 5.162 -0.4709
O -2.941 9.535 3.878 -0.0694
N -1.792 9.070 5.890 0.0427
C -0.587 8.434 5.331 -0.0296
H -4.684 9.557 6.003 0.0924
H -4.215 11.091 5.379 0.0534
H -3.380 10.593 6.908 0.0729
H -1.870 9.164 6.892 0.1403
H -0.538 8.423 4.242 0.0865
H -0.655 7.419 5.722 0.0877
H 0.364 8.835 5.680 0.0730
C -10.405 16.395 7.914 0.0195
C -9.498 15.316 8.526 -0.5637
O -9.852 14.174 8.419 0.0444
N -8.334 15.668 9.132 0.0230
C -7.207 14.812 9.418 -0.0985
H -10.083 17.365 8.291 0.0714
H -11.425 16.144 8.205 0.0885
H -10.228 16.220 6.853 0.0684
H -8.095 16.626 9.348 0.1279
H -6.285 15.257 9.044 0.0516
H -7.132 13.831 8.950 0.0351
H -6.986 14.701 10.479 0.0684
C -5.974 12.714 6.523 -0.9051
Cl -4.467 13.521 7.228 0.5784
Cl -6.815 11.496 7.523 0.5948
H -6.723 13.506 6.542 -0.0084
H -5.831 12.441 5.478 0.0209
C -4.551 11.777 10.599 -1.0682
Cl -4.578 13.107 11.774 0.5304
Cl -3.548 10.441 11.127 0.5122
H -5.477 11.227 10.427 0.0099
H -4.179 12.199 9.665 -0.0355
F -1.728 14.243 5.801 0.0345
C -0.767 13.375 6.163 -0.2750
C 0.392 13.167 5.429 0.0083
C 1.247 12.180 5.911 -0.1147
C 0.995 11.476 6.986 -0.1280
C -0.121 11.769 7.784 -0.0720
C -1.020 12.718 7.363 -0.0380
H 0.619 13.781 4.570 0.1206
H 2.095 12.112 5.246 0.1157
H 1.584 10.650 7.355 0.1101
H -0.393 11.068 8.559 0.1053
H -1.945 12.897 7.891 0.0629
F -11.715 15.561 4.566 0.0678
C -10.764 14.820 3.965 -0.2836
C -10.502 15.141 2.654 -0.0166
C -9.610 14.381 1.899 -0.1037
C -8.851 13.458 2.500 -0.1100
C -9.031 13.254 3.895 -0.0850
C -10.061 13.822 4.616 0.0039
H -11.235 15.862 2.325 0.1248
H -9.501 14.574 0.842 0.1103
H -8.061 13.090 1.862 0.0910
H -8.476 12.419 4.297 0.0842
H -10.228 13.472 5.624 0.1162
F -10.092 10.430 5.626 0.0587
C -9.397 9.346 5.218 -0.2629
C -9.678 8.792 3.960 -0.0433
C -9.106 7.630 3.560 -0.1251
C -8.199 6.927 4.364 -0.0656
C -7.950 7.494 5.672 -0.0683
C -8.525 8.690 6.110 -0.0293
H -10.360 9.411 3.396 0.1217
H -9.345 7.306 2.558 0.1047
H -7.707 6.016 4.058 0.0942
H -7.292 6.908 6.296 0.0964
H -8.303 9.114 7.078 0.0773
F -6.823 15.340 4.309 0.0745
C -7.260 16.372 4.994 -0.2860
C -6.807 16.713 6.292 -0.0055
C -7.124 17.998 6.738 -0.1035
C -8.014 18.824 6.090 -0.0964
C -8.451 18.483 4.819 -0.0651
C -7.993 17.301 4.252 -0.0164
H -6.218 16.064 6.923 0.0747
H -6.724 18.270 7.704 0.1051
H -8.116 19.816 6.505 0.1065
H -8.972 19.156 4.154 0.1094
H -8.308 17.047 3.251 0.1092
```

Values from the calculation:
- DFT total energy: -108587.602 eV
- LUMO (spin up / spin down): -2.84 / -8.12 eV
- Kohn-Sham gap (spin up / spin down): 7.9825 / 2.7063 eV
- Total charge: +1
- 2S+1: 2

***

A structure of composition C35H45ClN2O4PS4Yb at a distorted geometry. Source: the Open Molecules 2025 dataset; level of theory: ωB97M-V/def2-TZVPD.

```
93
Properties=species:S:1:pos:R:3:lowdin_charge:R:1
Yb -10.191 8.459 14.866 1.3592
C -9.762 12.939 14.073 -0.5341
C -8.363 12.310 14.078 -0.4713
S -8.311 10.656 13.293 0.8190
C -8.828 10.994 11.608 -0.4838
C -9.050 9.650 10.956 -0.4763
S -10.199 8.416 11.786 0.8376
C -11.834 9.056 11.130 -0.4085
C -13.044 8.856 12.074 -0.4444
S -12.766 9.169 13.830 0.8440
C -13.315 10.896 13.983 -0.4994
C -12.336 12.005 13.594 -0.4790
S -11.007 11.906 14.844 0.8803
H -10.111 13.352 13.138 0.0767
H -9.702 13.853 14.699 0.0924
H -8.088 12.022 15.159 0.0720
H -7.503 12.940 13.747 0.1076
H -8.031 11.527 11.152 0.0844
H -9.721 11.621 11.588 0.0751
H -8.155 9.081 10.910 0.0334
H -9.306 9.716 9.902 0.0958
H -12.011 8.391 10.282 0.0825
H -11.705 10.095 10.885 0.0667
H -13.264 7.762 12.041 0.0801
H -13.868 9.497 11.847 0.0749
H -13.544 10.918 15.062 0.0810
H -14.238 10.923 13.371 0.0963
H -12.839 12.990 13.637 0.1052
H -12.010 11.934 12.573 0.0628
O -10.517 8.595 18.839 -0.2042
Cl -11.089 8.041 17.719 0.6918
O -12.229 7.304 17.931 -0.2107
O -11.380 9.182 16.754 -0.4943
O -10.143 7.233 16.895 -0.4551
N -8.316 9.379 16.530 0.0089
C -6.968 9.673 16.228 -0.3544
C -6.394 10.829 16.779 -0.0368
C -5.118 11.126 16.463 -0.0798
C -4.497 10.319 15.568 -0.0438
C -5.115 9.168 14.949 -0.0534
C -6.370 8.787 15.343 -0.3724
P -7.282 7.280 14.817 1.0671
C -6.274 6.576 13.437 -0.3288
C -6.003 7.441 12.297 -0.0995
C -5.328 6.921 11.230 -0.0810
C -4.972 5.580 11.174 -0.0574
C -5.267 4.756 12.236 -0.1032
C -5.912 5.238 13.346 -0.1088
C -7.081 6.048 16.153 -0.3706
C -5.975 6.139 17.010 -0.0622
C -5.641 5.058 17.813 -0.0509
C -6.574 4.044 18.009 -0.0335
C -7.745 3.953 17.186 -0.0408
C -7.974 4.959 16.283 -0.1304
H -8.501 8.515 17.023 0.0480
H -8.770 10.081 17.089 0.0898
H -7.098 11.430 17.415 0.1449
H -4.613 12.004 16.844 0.1270
H -3.488 10.498 15.266 0.1060
H -4.435 8.564 14.387 0.1075
H -6.238 8.508 12.325 0.0868
H -5.282 7.603 10.382 0.1182
H -4.497 5.228 10.277 0.1146
H -4.876 3.769 12.297 0.1120
H -6.083 4.594 14.227 0.1181
H -5.426 7.020 16.944 0.0826
H -4.813 5.150 18.500 0.1138
H -6.351 3.253 18.711 0.1100
H -8.482 3.181 17.385 0.1126
H -8.807 5.085 15.689 0.0444
C -8.377 3.471 10.922 0.0327
N -9.515 3.696 11.889 -0.1571
C -9.260 3.262 13.293 0.0218
C -9.801 5.247 11.964 -0.1321
C -11.032 5.439 12.806 -0.3128
C -12.199 4.834 12.269 -0.0751
C -13.416 5.001 12.876 -0.0784
C -13.374 5.660 14.097 -0.1043
C -12.235 6.237 14.613 -0.2416
C -11.021 6.318 13.957 -0.2431
H -8.309 2.394 10.575 0.1338
H -7.485 3.760 11.497 0.0844
H -8.647 3.976 10.052 0.0736
H -10.352 3.218 11.563 0.1574
H -8.716 4.108 13.717 0.0774
H -8.900 2.266 13.353 0.1032
H -10.268 3.265 13.774 0.1238
H -9.911 5.632 10.869 0.1453
H -8.958 5.714 12.370 0.0684
H -12.148 4.397 11.280 0.1136
H -14.466 4.615 12.547 0.1563
H -14.310 5.735 14.643 0.1193
H -12.507 6.716 15.566 0.0712
```

Values from the calculation:
- DFT total energy: -144857.137 eV
- LUMO (spin up / spin down): -4.31 / -5.45 eV
- Energy above the lowest of the compared OMol25 structures with the same formula, charge and spin: 53.8 kcal/mol
- Kohn-Sham gap (spin up / spin down): 8.8709 / 7.7345 eV
- Total charge: +2
- 2S+1: 2